Record 1
26
Properties=species:S:1:pos:R:3:mulliken_charge:R:1 method="wB97M-V/def2-TZVPD" relative_energy_kj_mol=430.7 homo_energy_ev=-8.22 smiles="CN=[Si](C)C.C=[Si](C)C" e_lumo_ev=0.4561 gap_ev=8.6760
C 2.41 -1.32 -2.06 -0.772
N 2.38 -1.14 -0.64 -0.231
Si 2.00 0.20 0.23 0.213
C 1.84 2.03 -0.24 -0.609
C 1.79 -0.31 2.05 -0.859
H 2.32 -2.49 -2.09 0.247
H 1.42 -1.03 -2.54 0.199
H 3.21 -1.05 -2.60 0.336
H 2.21 2.20 -1.27 0.292
H 0.82 2.21 -0.33 0.104
H 2.38 2.82 0.49 0.280
H 0.74 -0.56 2.27 0.235
H 2.46 -1.19 2.35 0.260
H 2.13 0.53 2.60 0.335
C -1.78 1.73 -0.78 -0.902
Si -2.24 0.27 0.06 0.387
C -2.89 -0.08 1.83 -1.101
C -2.19 -1.52 -0.72 -0.901
H -1.45 1.53 -1.80 0.293
H -1.80 2.86 -0.57 0.319
H -3.72 0.66 2.00 0.320
H -3.42 -0.99 2.00 0.393
H -2.10 0.02 2.60 0.300
H -2.35 -2.36 -0.13 0.374
H -2.97 -1.46 -1.49 0.317
H -1.20 -1.56 -1.21 0.170



Record 2
43
Properties=species:S:1:pos:R:3:mulliken_charge:R:1 method="wB97M-V/def2-TZVPD" homo_energy_ev=-1.56 total_charge=-2 e_lumo_ev=1.0464 gap_ev=2.6101
Ag -1.32 -0.63 0.11 0.963
N -6.88 0.16 -0.23 1.041
O -7.00 1.35 0.16 -0.702
O -5.90 -0.45 0.14 -0.692
O -7.70 -0.22 -0.99 -0.638
N -3.67 1.09 -4.52 1.050
O -3.23 1.67 -3.57 -0.699
O -3.01 0.49 -5.38 -0.691
O -4.85 0.98 -4.67 -0.629
N -0.12 -5.03 -3.52 1.022
O -0.26 -4.32 -2.64 -0.645
O 0.14 -6.21 -3.38 -0.702
O -0.42 -4.60 -4.65 -0.675
C 4.23 0.71 -4.20 -0.884
S 2.44 1.08 -3.79 0.536
O 2.37 1.32 -2.27 -0.636
C 2.23 2.76 -4.69 -0.925
H 4.96 1.50 -3.98 0.297
H 4.20 0.52 -5.27 0.341
H 4.38 -0.08 -3.47 0.295
H 1.37 3.35 -4.36 0.347
H 2.14 2.63 -5.77 0.331
H 3.04 3.44 -4.44 0.295
C 0.28 4.31 4.17 -0.932
S -1.52 3.81 4.25 0.472
O -1.62 2.62 3.30 -0.564
C -1.40 2.99 6.00 -0.861
H 0.92 3.49 3.85 0.308
H 0.66 4.86 5.03 0.347
H 0.31 5.06 3.39 0.325
H -2.00 3.64 6.64 0.296
H -0.40 2.95 6.43 0.283
H -1.88 2.01 6.04 0.325
C 2.82 -2.57 2.77 -0.916
S 1.36 -3.53 3.53 0.486
O 0.14 -2.85 2.94 -0.618
C 1.52 -5.06 2.52 -0.759
H 3.63 -3.16 2.33 0.333
H 3.16 -1.76 3.41 0.296
H 2.46 -2.17 1.82 0.325
H 0.64 -5.00 1.88 0.293
H 1.33 -5.96 3.10 0.293
H 2.45 -5.16 1.95 0.268



Record 3
43
Properties=species:S:1:pos:R:3:mulliken_charge:R:1 method="wB97M-V/def2-TZVPD" relative_energy_kj_mol=13.0 homo_energy_ev="-17.45 / -17.52" multiplicity=2 total_charge=+2 e_lumo_ev="-7.1621 / -11.3568" gap_ev="10.2836 / 6.1641"
Bi -0.05 0.11 0.63 2.036
N 2.21 -0.23 0.27 -0.434
C 2.56 -0.79 -1.06 -0.715
C 1.87 -0.03 -2.19 -0.895
N 0.42 0.21 -1.98 0.264
C -0.44 -0.86 -2.55 -0.805
C -0.27 -2.21 -1.89 -0.865
N -0.44 -2.09 -0.42 -0.593
C 0.02 1.51 -2.55 -0.901
C 0.26 2.77 -1.65 -0.468
N -0.69 2.89 -0.59 0.005
H 2.68 0.66 0.45 0.346
H 2.53 -0.86 1.00 0.217
H 2.30 -1.84 -1.05 0.310
H 3.64 -0.73 -1.21 0.530
H 2.03 -0.57 -3.12 0.317
H 2.36 0.94 -2.31 0.538
H -0.26 -0.95 -3.63 0.428
H -1.48 -0.54 -2.42 0.449
H 0.72 -2.63 -2.09 0.263
H -0.99 -2.90 -2.31 0.514
H 0.18 -2.72 0.09 0.246
H -1.38 -2.37 -0.13 0.344
H -1.04 1.49 -2.79 0.548
H 0.55 1.69 -3.49 0.350
H 0.09 3.63 -2.32 0.440
H 1.27 2.85 -1.25 0.331
H -1.68 2.92 -0.83 0.288
H -0.45 3.32 0.34 0.332
F 1.13 1.60 1.86 -0.628
As 0.10 2.67 3.13 1.996
F 1.59 3.23 3.67 -0.376
F 0.13 3.80 1.78 -0.575
F -0.92 3.60 4.06 -0.379
F -1.24 1.91 2.21 -0.516
F 0.12 1.28 4.11 -0.371
F -0.06 -3.64 3.19 -0.352
Te 1.07 -2.21 3.28 2.080
F 2.28 -0.80 3.24 -0.418
F 2.27 -3.18 4.24 -0.330
F 1.93 -2.82 1.70 -0.468
F 0.28 -1.59 4.80 -0.308
O -0.09 -1.26 2.16 -0.774